# 1
Below is a molecular structure, C15H26MnN6O7 in a non-equilibrium geometry, with properties calculated with the ωB97M-V functional and the def2-TZVPD basis.

## Properties
Kohn-Sham gap (alpha / beta) (eV): 5.4 / 6.0
Multiplicity: 5
Relative energy (zero: lowest compared OMol25 entry of this formula, charge and spin) (eV): 1.230
E_LUMO (alpha / beta) (eV): -5.48 / -5.89
<S²>: 6.13
Charge: +1

Structure (XYZ):
```
55
C15H26MnN6O7 the ωB97M-V functional and the def2-TZVPD basis
O 5.08 -0.41 -0.06
H 5.92 -0.33 -0.53
Mn 1.26 -0.34 -0.55
N 1.53 1.28 0.33
N 1.31 -0.97 1.14
N 0.37 0.43 -2.01
N 0.23 -1.86 -1.19
O 1.57 2.46 -0.23
O 0.41 1.73 -2.27
O 0.02 -3.00 -0.53
O 0.86 -2.14 1.53
C 1.77 -0.10 2.10
C 2.01 1.19 1.58
C -0.45 -0.30 -2.78
C -0.59 -1.61 -2.26
C 2.57 2.36 2.30
H 3.67 2.41 2.18
H 2.35 2.25 3.38
H 2.12 3.29 1.93
C 1.88 -0.48 3.53
H 2.54 -1.35 3.61
H 0.88 -0.69 3.95
H 2.31 0.35 4.09
C -1.14 0.25 -3.95
C -1.60 -2.56 -2.75
H -0.70 1.16 -4.34
H -2.19 0.47 -3.73
H -1.10 -0.54 -4.69
H -1.74 -3.34 -2.00
H -1.28 -3.01 -3.70
H -2.56 -2.07 -2.95
H 0.87 2.12 -1.30
H 0.44 -2.75 0.49
C 3.72 -2.22 -0.16
H 4.45 -1.92 0.57
H 3.93 -2.10 -1.23
H 2.93 -2.99 0.04
O 2.81 0.16 -1.35
H 4.30 -0.17 -0.63
H 2.72 1.02 -1.81
N -5.97 0.75 1.92
C -5.20 1.61 1.15
O -5.66 2.65 0.71
C -3.78 1.17 0.90
C -3.20 -0.02 1.35
C -1.87 -0.30 1.04
N -1.09 0.51 0.31
C -1.64 1.66 -0.11
C -2.96 2.02 0.16
H -6.92 1.04 2.11
H -5.62 -0.07 2.33
H -3.75 -0.76 1.94
H -1.43 -1.24 1.39
H -1.04 2.34 -0.72
H -3.33 2.97 -0.22
```

# 2
Below is a single C15H26N2O2S molecule, with properties calculated with the ωB97M-V functional and the def2-TZVPD basis.

## Properties
Kohn-Sham gap (eV): 9.4
Structure (SMILES): CSCCC(=O)N1CCC(CCC(=O)NC2CC2)CC1
Relative energy (zero: lowest compared OMol25 entry of this formula, charge and spin) (eV): 1.004
E_LUMO (eV): 0.67
Charge: 0

Structure (XYZ):
```
46
C15H26N2O2S the ωB97M-V functional and the def2-TZVPD basis
C -2.37 2.77 -0.56
S -1.32 1.48 -1.28
C -0.19 2.50 -2.29
C 0.67 3.46 -1.48
C 0.97 2.92 -0.08
O 0.41 3.41 0.89
N 1.87 1.93 0.06
C 2.56 1.21 -0.99
C 1.96 -0.19 -1.16
C 1.99 -0.96 0.16
C 1.34 -2.34 0.05
C -0.04 -2.33 -0.64
C -0.79 -3.60 -0.28
O -0.72 -4.62 -0.93
N -1.56 -3.54 0.84
C -1.77 -2.41 1.68
C -3.12 -2.25 2.32
C -2.69 -1.31 1.23
C 1.33 -0.11 1.25
C 1.99 1.26 1.34
H -1.79 3.35 0.15
H -2.76 3.40 -1.36
H -3.19 2.26 -0.06
H 0.40 1.77 -2.84
H -0.81 3.05 -3.01
H 1.60 3.68 -2.02
H 0.14 4.40 -1.32
H 2.52 1.76 -1.93
H 3.61 1.12 -0.69
H 2.51 -0.74 -1.92
H 0.92 -0.09 -1.49
H 3.04 -1.11 0.45
H 1.24 -2.76 1.05
H 1.99 -3.01 -0.52
H -0.62 -1.46 -0.34
H 0.09 -2.32 -1.72
H -2.05 -4.39 1.06
H -0.90 -2.12 2.27
H -3.16 -1.88 3.34
H -3.87 -2.98 2.09
H -2.44 -0.29 1.49
H -3.16 -1.41 0.27
H 1.41 -0.61 2.22
H 0.27 0.03 1.02
H 1.49 1.89 2.08
H 3.05 1.17 1.60
```

# 3
Below is a molecular structure, C15H26N4O4PPt, with properties calculated with the ωB97M-V functional and the def2-TZVPD basis.

## Properties
Kohn-Sham gap (eV): 7.1
Relative energy (zero: lowest compared OMol25 entry of this formula, charge and spin) (eV): 1.834
E_LUMO (eV): -4.31
Charge: +1

Structure (XYZ):
```
51
C15H26N4O4PPt the ωB97M-V functional and the def2-TZVPD basis
Pt 1.07 0.33 0.15
O 1.72 1.27 1.77
N 0.38 1.19 1.90
N -0.14 2.44 1.70
O 0.47 3.35 1.22
C -1.45 2.65 2.26
C -2.12 1.60 2.87
C -3.39 1.84 3.37
C -3.96 3.10 3.27
C -3.26 4.14 2.66
C -2.00 3.92 2.14
H -1.65 0.64 2.97
H -3.93 1.04 3.85
H -4.94 3.28 3.67
H -3.71 5.13 2.58
H -1.44 4.71 1.65
C -0.67 1.65 -2.72
P -0.46 -0.12 -2.64
C -1.97 -0.88 -3.24
C 0.84 -0.54 -3.80
O -0.20 -0.61 -1.22
H -0.77 1.99 -3.75
H 0.20 2.13 -2.26
H -1.56 1.94 -2.15
H -2.20 -0.54 -4.24
H -2.79 -0.62 -2.56
H -1.85 -1.96 -3.24
H 0.55 -0.27 -4.81
H 1.03 -1.61 -3.75
H 1.75 -0.02 -3.51
C 2.66 -2.89 -0.70
N 3.73 -1.96 -0.40
C 4.91 -2.51 0.26
C 6.11 -1.63 -0.03
C 5.78 -0.21 0.38
N 4.54 0.22 -0.27
C 4.35 1.66 -0.42
C 3.59 -0.64 -0.63
O 2.53 -0.22 -1.23
H 2.93 -3.52 -1.55
H 1.74 -2.36 -0.93
H 2.49 -3.53 0.17
H 5.07 -3.51 -0.13
H 4.73 -2.59 1.33
H 6.34 -1.66 -1.09
H 6.98 -1.99 0.51
H 6.57 0.48 0.08
H 5.67 -0.12 1.46
H 4.91 2.03 -1.28
H 4.72 2.15 0.48
H 3.30 1.89 -0.54
```

# 4
Below is a gas-phase ion, C15H26N5O5 (charge +1) in a non-equilibrium geometry, with properties calculated with the ωB97M-V functional and the def2-TZVPD basis.

## Properties
Kohn-Sham gap (eV): 8.8
Structure (SMILES): CN(C)[C@@H](CO)c1nnc([C@H](CC(=O)O)NC(=O)C2CC[NH2+]CC2)o1
Relative energy (zero: lowest compared OMol25 entry of this formula, charge and spin) (eV): 1.217
E_LUMO (eV): -2.37
Charge: +1

Structure (XYZ):
```
51
C15H26N5O5 the ωB97M-V functional and the def2-TZVPD basis
C 3.61 -3.07 0.93
N 3.57 -1.96 1.86
C 3.35 -2.42 3.22
C 2.67 -0.89 1.51
C 3.03 -0.26 0.14
O 2.47 1.02 -0.03
C 1.21 -1.25 1.47
N 0.65 -2.35 1.11
N -0.69 -2.15 1.17
C -0.87 -0.93 1.55
C -2.18 -0.24 1.73
C -3.32 -1.16 1.24
C -3.27 -1.29 -0.28
O -3.80 -0.47 -0.99
O -2.59 -2.30 -0.78
N -2.18 1.02 1.00
C -1.64 1.12 -0.22
O -0.96 0.21 -0.69
C -1.89 2.42 -0.98
C -2.58 2.09 -2.32
C -1.55 1.90 -3.44
N -0.30 1.38 -2.85
C 0.41 2.43 -2.08
C -0.60 3.20 -1.22
O 0.29 -0.30 1.79
H 4.36 -3.78 1.28
H 3.92 -2.72 -0.05
H 2.64 -3.58 0.84
H 3.39 -1.58 3.91
H 4.16 -3.10 3.48
H 2.40 -2.95 3.35
H 2.78 -0.10 2.27
H 4.13 -0.22 0.07
H 2.64 -0.87 -0.67
H 2.87 1.62 0.62
H -2.32 -0.01 2.79
H -3.23 -2.13 1.72
H -4.28 -0.71 1.50
H -2.02 -2.75 -0.12
H -2.82 1.73 1.33
H -2.56 3.04 -0.38
H -3.18 1.19 -2.20
H -3.25 2.90 -2.59
H -1.34 2.84 -3.95
H -1.93 1.19 -4.18
H 0.31 0.97 -3.56
H -0.56 0.64 -2.10
H 1.16 1.94 -1.46
H 0.92 3.11 -2.77
H -0.87 4.14 -1.70
H -0.13 3.45 -0.26
```